Computed, not measured: a cluster of 15 separate species, C49H78B8F32N10O4 in total, with ωB97M-V with the def2-TZVPD basis set.

Each line ends with the Mulliken charge.
CARTESIAN COORDINATES (ANGSTROEM)
C (2.704, -4.742, 1.824)  -0.98
C (1.674, -4.206, 0.767)  0.73
O (0.475, -4.319, 0.978)  -0.50
N (2.037, -3.633, -0.531)  1.62
H (1.547, -2.756, -0.635)  -0.88
H (3.011, -3.423, -0.366)  -0.14
C (1.837, -4.552, -1.790)  -0.80
H (2.932, -4.083, 2.662)  0.00
H (3.506, -5.358, 1.418)  0.41
H (2.164, -5.583, 2.261)  0.51
H (2.158, -5.585, -1.655)  0.37
H (2.333, -4.025, -2.605)  0.04
H (0.756, -4.633, -1.907)  0.54
C (3.136, 0.600, -4.722)  -0.63
C (2.449, -0.645, -5.127)  0.05
O (1.487, -1.105, -4.542)  -0.29
N (2.808, -1.169, -6.481)  0.03
H (2.199, -0.845, -7.218)  0.38
H (3.667, -0.820, -6.882)  0.45
C (2.919, -2.759, -6.359)  -0.53
H (2.410, 1.397, -4.879)  0.18
H (3.987, 0.864, -5.350)  0.41
H (3.352, 0.567, -3.654)  0.03
H (3.706, -3.142, -7.009)  0.38
H (1.988, -3.189, -6.728)  0.34
H (3.014, -3.059, -5.315)  0.14
C (-1.419, -0.011, -4.343)  -0.38
C (-1.385, 1.512, -4.021)  0.55
O (-2.249, 2.264, -4.570)  -0.48
N (-0.643, 2.022, -2.736)  1.86
H (-1.480, 2.358, -2.281)  -0.52
H (-0.269, 1.314, -2.120)  -0.33
C (0.314, 3.114, -3.180)  -0.82
H (-2.399, -0.336, -3.992)  0.12
H (-0.643, -0.564, -3.813)  -0.25
H (-1.322, -0.112, -5.424)  0.60
H (0.869, 2.769, -4.053)  0.36
H (1.069, 3.318, -2.421)  0.02
H (-0.354, 3.941, -3.420)  0.42
C (3.514, 1.872, 1.432)  -1.22
N (3.888, 0.602, 1.899)  1.34
C (5.212, 0.291, 1.760)  -0.52
C (5.762, -0.846, 2.338)  -0.92
C (4.982, -1.713, 3.120)  1.18
C (3.666, -1.323, 3.328)  -0.18
C (3.150, -0.233, 2.629)  -0.83
C (5.568, -2.971, 3.727)  0.27
C (6.531, -3.711, 3.030)  -0.26
C (7.270, -4.694, 3.707)  -0.60
N (6.971, -4.966, 5.006)  0.08
C (5.926, -4.359, 5.649)  -0.38
C (5.236, -3.291, 5.040)  -0.62
C (7.778, -5.979, 5.741)  -0.99
H (2.614, 2.130, 1.990)  0.09
H (3.409, 1.782, 0.351)  0.30
H (4.274, 2.636, 1.597)  0.48
H (5.827, 0.968, 1.185)  0.53
H (6.813, -1.043, 2.181)  0.52
H (2.984, -1.872, 3.960)  0.19
H (2.084, -0.096, 2.733)  0.35
H (6.706, -3.705, 1.965)  0.42
H (7.970, -5.266, 3.116)  0.49
H (5.733, -4.572, 6.690)  0.41
H (4.468, -2.842, 5.651)  0.49
H (8.786, -5.802, 5.365)  0.38
H (7.464, -6.963, 5.394)  0.34
H (7.833, -5.834, 6.820)  0.34
C (-5.409, 9.566, 3.610)  -0.99
N (-4.942, 8.177, 3.490)  0.10
C (-3.756, 7.977, 2.910)  -0.16
C (-3.119, 6.763, 2.897)  -0.60
C (-3.809, 5.655, 3.472)  0.53
C (-5.025, 5.883, 4.236)  -0.82
C (-5.605, 7.155, 4.188)  -0.35
C (-3.227, 4.283, 3.466)  1.14
C (-3.217, 3.447, 4.582)  -0.90
C (-2.568, 2.177, 4.566)  -0.60
N (-2.064, 1.724, 3.392)  0.71
C (-2.090, 2.501, 2.302)  -0.26
C (-2.596, 3.803, 2.409)  -0.44
C (-1.456, 0.378, 3.321)  -1.08
H (-4.498, 10.141, 3.776)  0.36
H (-6.014, 9.721, 4.503)  0.39
H (-5.819, 10.037, 2.717)  0.32
H (-3.252, 8.878, 2.592)  0.38
H (-2.250, 6.704, 2.260)  0.46
H (-5.647, 5.147, 4.724)  0.45
H (-6.612, 7.345, 4.528)  0.47
H (-3.776, 3.723, 5.464)  0.48
H (-2.596, 1.449, 5.364)  0.64
H (-1.746, 2.097, 1.362)  0.57
H (-2.589, 4.413, 1.517)  0.36
H (-0.783, 0.240, 4.167)  0.52
H (-0.895, 0.376, 2.387)  0.03
H (-2.272, -0.336, 3.435)  0.08
C (-2.905, -1.728, -1.359)  -0.50
N (-4.005, -2.659, -1.695)  0.27
C (-3.854, -3.630, -2.623)  -0.26
C (-4.915, -4.471, -2.921)  -0.79
C (-6.168, -4.308, -2.308)  1.09
C (-6.280, -3.313, -1.292)  -1.17
C (-5.179, -2.494, -1.002)  -0.14
C (-7.348, -4.912, -2.836)  0.53
C (-7.524, -6.321, -2.698)  -0.61
C (-8.516, -7.005, -3.402)  -0.17
N (-9.491, -6.276, -3.984)  0.06
C (-9.454, -4.938, -3.998)  -0.22
C (-8.372, -4.216, -3.494)  -0.62
C (-10.550, -6.984, -4.695)  -0.98
H (-3.063, -0.874, -2.017)  0.27
H (-1.945, -2.190, -1.590)  0.08
H (-2.911, -1.458, -0.302)  -0.01
H (-2.822, -3.658, -2.941)  0.30
H (-4.817, -5.134, -3.768)  0.63
H (-7.212, -3.099, -0.790)  0.55
H (-5.131, -1.728, -0.243)  0.54
H (-6.857, -6.890, -2.069)  0.50
H (-8.677, -8.070, -3.484)  0.42
H (-10.248, -4.475, -4.565)  0.43
H (-8.225, -3.158, -3.654)  0.53
H (-10.306, -8.012, -4.963)  0.37
H (-10.800, -6.506, -5.643)  0.38
H (-11.442, -7.149, -4.091)  0.34
C (3.888, 7.743, -0.656)  -1.57
C (3.590, 6.187, -0.677)  0.30
C (2.104, 5.969, -0.249)  -0.96
O (1.889, 4.567, -0.228)  0.34
C (0.853, 4.226, 0.619)  -1.28
N (3.895, 5.629, -2.026)  0.15
H (3.951, 4.622, -2.086)  -0.06
H (3.113, 5.854, -2.624)  0.48
H (4.771, 5.957, -2.408)  0.44
H (3.311, 8.257, -1.424)  0.39
H (4.945, 7.985, -0.764)  0.43
H (3.522, 8.138, 0.292)  0.42
H (4.332, 5.783, 0.011)  0.20
H (1.451, 6.451, -0.977)  0.38
H (2.017, 6.361, 0.764)  0.45
H (1.072, 4.531, 1.642)  0.76
H (0.866, 3.138, 0.554)  -0.36
H (-0.153, 4.601, 0.432)  0.61
B (5.238, -3.078, -0.633)  -0.06
F (4.608, -1.920, -0.215)  0.11
F (6.590, -2.824, -0.570)  -0.39
F (5.006, -4.066, 0.277)  -0.27
F (4.861, -3.391, -1.954)  -0.33
B (5.276, 2.621, -2.114)  0.13
F (6.177, 2.529, -3.124)  -0.34
F (5.747, 3.535, -1.231)  -0.44
F (4.147, 3.083, -2.663)  -0.41
F (5.184, 1.454, -1.470)  0.09
B (0.692, -2.537, 5.286)  0.17
F (-0.321, -3.141, 5.927)  -0.31
F (0.731, -2.882, 3.943)  -0.20
F (0.666, -1.167, 5.407)  -0.29
F (1.907, -3.025, 5.868)  -0.36
B (-3.031, 3.372, -1.338)  -0.46
F (-1.915, 3.325, -0.553)  0.41
F (-4.157, 3.830, -0.707)  -0.37
F (-2.735, 4.216, -2.441)  -0.33
F (-3.313, 2.092, -1.872)  -0.33
B (2.783, 2.912, 4.452)  -0.03
F (1.805, 2.016, 4.304)  0.06
F (2.558, 3.978, 3.627)  -0.27
F (2.873, 3.257, 5.758)  -0.33
F (4.095, 2.545, 4.134)  -0.44
B (-4.526, -0.899, 2.703)  0.39
F (-4.602, -1.135, 4.033)  -0.37
F (-3.616, -1.709, 2.073)  -0.35
F (-5.682, -1.260, 2.175)  -0.35
F (-4.325, 0.441, 2.527)  -0.22
B (-1.231, -4.070, -5.068)  0.09
F (-0.377, -3.861, -4.002)  0.14
F (-2.022, -5.174, -4.918)  -0.35
F (-2.009, -2.929, -5.308)  -0.37
F (-0.601, -4.309, -6.270)  -0.38
B (0.787, -0.247, -0.504)  -1.03
F (1.411, 0.906, -0.595)  0.57
F (1.087, -0.985, -1.697)  -0.49
F (1.218, -0.931, 0.628)  0.13
F (-0.512, 0.073, -0.462)  0.12

## Properties
Total energy in a.u.: -6158.07063
Spin multiplicity: 1
Molecular weight in g mol⁻¹: 1565.7
Charge: +2
Highest occupied orbital energy in eV: -12.5
LUMO energy in Ha: -0.2111
Frontier orbital gap in eV: 6.78

---

Computed, not measured: an isolated molecule of C6H9NO3, with ωB97M-V with the def2-TZVPD basis set.

Each line ends with the Mulliken charge.
CARTESIAN COORDINATES (ANGSTROEM)
C (0.021, -0.736, 1.534)  0.55
C (-1.204, -1.046, 0.732)  0.30
C (0.991, -1.709, 1.622)  -1.34
C (0.014, 0.485, 2.192)  -0.15
C (-0.356, 0.247, -1.195)  -0.02
C (0.255, 1.447, -3.118)  -0.65
N (-1.286, -0.458, -0.519)  0.03
O (-2.115, -1.760, 1.111)  -0.58
O (0.949, 0.895, 3.084)  -0.50
O (-0.759, 0.866, -2.329)  -0.36
H (1.855, -1.616, 2.258)  0.26
H (0.884, -2.638, 1.094)  0.28
H (-0.786, 1.196, 2.069)  0.36
H (0.602, 0.458, -0.753)  0.38
H (0.956, 2.019, -2.503)  0.33
H (-0.250, 2.112, -3.816)  0.24
H (0.807, 0.683, -3.676)  0.31
H (-2.157, -0.623, -1.015)  0.30
H (1.577, 0.175, 3.228)  0.27

## Properties
Total energy in a.u.: -514.32570
Spin multiplicity: 1
ΔE to the lowest compared entry with this formula, charge and spin in kJ/mol: 491.4
Molecular weight in g mol⁻¹: 143.1
Highest occupied orbital energy (spin up / spin down) in eV: -5.4 / -5.0
LUMO energy (spin up / spin down) in Ha: -0.0312 / -0.0525
Frontier orbital gap (spin up / spin down) in eV: 4.55 / 3.60

---

Computed, not measured: an isolated molecule of C4H2F5IN2, with ωB97M-V with the def2-TZVPD basis set.

Each line ends with the Mulliken charge.
CARTESIAN COORDINATES (ANGSTROEM)
C (-1.922, -1.226, -0.550)  0.01
C (-1.297, -0.269, 0.358)  0.71
C (-0.941, -1.104, 1.601)  0.56
C (-2.311, 0.844, 0.503)  0.23
N (-2.398, -2.038, -1.219)  -0.44
N (0.031, 0.393, -0.376)  -0.60
F (-0.188, -2.121, 1.184)  -0.25
F (-0.186, -0.473, 2.493)  -0.26
F (-1.971, -1.594, 2.229)  -0.23
F (-3.509, 0.355, 1.022)  -0.24
F (-1.857, 1.638, 1.496)  -0.21
I (-2.556, 1.957, -1.286)  0.18
H (0.340, 1.326, -0.064)  0.27
H (0.883, -0.221, -0.485)  0.27

## Properties
Total energy in a.u.: -1060.12034
SMILES: N#C[C@](N)(C(F)(F)F)C(F)(F)I
Spin multiplicity: 1
ΔE to the lowest compared entry with this formula, charge and spin in kJ/mol: 30.9
Molecular weight in g mol⁻¹: 300.0
Highest occupied orbital energy in eV: -10.2
LUMO energy in Ha: -0.0086
Frontier orbital gap in eV: 9.98

---

Computed, not measured: a structure of composition C37H35Cl3NO4SiV, with ωB97M-V with the def2-TZVPD basis set.

Each line ends with the Mulliken charge.
CARTESIAN COORDINATES (ANGSTROEM)
V (-0.328, -0.291, 0.120)  0.38
C (3.717, -4.646, 2.254)  -1.77
C (2.348, -4.338, 1.679)  1.15
C (1.470, -5.562, 1.529)  -1.59
O (2.455, -3.719, 0.412)  -0.41
C (2.334, -2.315, 0.608)  1.03
C (1.269, -2.302, 1.717)  -1.47
O (1.712, -3.377, 2.528)  -0.24
C (1.040, -1.040, 2.589)  3.98
O (0.189, -0.166, 1.864)  -0.82
C (2.362, -0.351, 2.909)  -0.26
C (2.611, 0.949, 2.494)  -0.53
C (3.820, 1.564, 2.798)  -0.82
C (4.794, 0.881, 3.506)  -0.58
C (4.549, -0.422, 3.926)  -1.05
C (3.337, -1.029, 3.640)  0.10
C (0.276, -1.386, 3.874)  0.02
C (-0.636, -2.439, 3.907)  -0.08
C (-1.425, -2.665, 5.023)  -1.08
C (-1.320, -1.836, 6.131)  -0.61
C (-0.418, -0.784, 6.109)  -0.94
C (0.372, -0.562, 4.989)  -0.59
C (2.023, -1.627, -0.756)  2.56
O (0.626, -1.455, -0.875)  -0.08
C (2.726, -0.272, -0.903)  0.02
C (3.956, 0.024, -0.315)  0.05
C (4.576, 1.242, -0.545)  -0.98
C (3.987, 2.190, -1.368)  -0.70
C (2.781, 1.897, -1.982)  -1.06
C (2.167, 0.672, -1.760)  -0.77
C (2.494, -2.544, -1.897)  0.04
C (3.845, -2.761, -2.133)  -0.28
C (4.257, -3.604, -3.153)  -1.01
C (3.320, -4.237, -3.958)  -0.57
C (1.971, -4.022, -3.728)  -0.80
C (1.559, -3.181, -2.702)  -0.50
H (4.219, -5.391, 1.639)  0.39
H (3.617, -5.026, 3.271)  0.39
H (4.321, -3.738, 2.280)  0.30
H (1.914, -6.251, 0.810)  0.39
H (0.490, -5.257, 1.158)  0.21
H (1.355, -6.063, 2.489)  0.40
H (3.262, -1.925, 1.027)  -0.01
H (0.302, -2.567, 1.261)  0.03
H (1.856, 1.482, 1.931)  0.32
H (3.999, 2.580, 2.468)  0.47
H (5.737, 1.359, 3.740)  0.42
H (5.299, -0.961, 4.490)  0.44
H (3.138, -2.034, 3.990)  0.56
H (-0.709, -3.118, 3.068)  0.22
H (-2.117, -3.498, 5.033)  0.44
H (-1.933, -2.012, 7.006)  0.42
H (-0.327, -0.129, 6.966)  0.43
H (1.067, 0.268, 4.984)  0.47
H (4.448, -0.678, 0.344)  0.50
H (5.523, 1.452, -0.064)  0.46
H (4.470, 3.144, -1.537)  0.42
H (2.312, 2.614, -2.643)  0.51
H (1.264, 0.429, -2.304)  0.87
H (4.595, -2.272, -1.522)  0.39
H (5.314, -3.761, -3.324)  0.43
H (3.642, -4.890, -4.759)  0.40
H (1.230, -4.510, -4.349)  0.46
H (0.507, -3.022, -2.515)  0.08
N (-2.332, -1.066, 0.173)  -0.42
C (-2.367, -2.366, -0.468)  0.47
C (-2.362, -2.422, -1.854)  -0.34
C (-2.314, -3.657, -2.481)  -0.53
C (-2.257, -4.822, -1.729)  -0.65
C (-2.264, -4.753, -0.344)  -0.52
C (-2.323, -3.521, 0.293)  -0.43
H (-2.528, -1.167, 1.169)  0.27
H (-3.055, -0.441, -0.180)  0.34
H (-2.373, -1.505, -2.433)  0.35
H (-2.306, -3.708, -3.562)  0.42
H (-2.208, -5.783, -2.223)  0.39
H (-2.227, -5.660, 0.245)  0.44
H (-2.337, -3.458, 1.375)  0.35
Cl (-0.135, 3.693, -0.643)  -0.29
Si (-1.078, 1.874, -0.937)  0.35
Cl (-3.083, 2.203, -0.353)  -0.38
Cl (-1.245, 1.675, -3.016)  -0.33

## Properties
<S²>: 2.015
Total energy in a.u.: -4400.96014
Spin multiplicity: 3
ΔE to the lowest compared entry with this formula, charge and spin in kJ/mol: 0.0
Molecular weight in g mol⁻¹: 743.1
Highest occupied orbital energy (spin up / spin down) in eV: -8.6 / -8.8
LUMO energy (spin up / spin down) in Ha: 0.0058 / 0.0119
Frontier orbital gap (spin up / spin down) in eV: 8.79 / 9.10